(1)
A cluster of 5 separate species, C25H25B4FN4O15S in total in a non-equilibrium geometry, computed with the ωB97M-V functional and the def2-TZVPD basis.

Last column: Löwdin charge in e.
Positions of all 75 atoms, in Å:
O (-2.0405, -2.4864, -3.0195)  -0.326
H (-0.3983, -2.4323, 7.9368)  0.110
H (-4.3522, -3.0714, 6.3677)  0.111
C (-1.3984, -0.6765, 7.1829)  -0.002
H (-1.3889, 2.0933, -1.9023)  0.095
C (-2.3634, -2.8947, 7.1805)  -0.067
H (-4.5529, -0.6660, 5.8421)  0.118
O (-2.8492, 1.1619, -3.5151)  0.130
H (-2.3922, -6.2052, 0.4860)  0.118
O (5.5683, 2.4026, -2.2274)  0.067
C (-1.6398, -4.8393, 2.0037)  -0.148
H (2.1893, -2.3954, -2.1001)  0.120
N (0.5357, 1.1810, 0.6021)  -0.313
H (4.6111, 3.3487, -7.7661)  0.108
C (-1.6132, 2.1304, 1.4006)  -0.003
S (-3.1423, -1.7965, -3.8952)  0.963
C (2.3622, -1.6894, -3.0471)  -0.088
H (-0.5615, -0.0224, 7.4180)  0.118
O (-4.4011, -1.6401, -3.0092)  -0.311
H (-2.2809, -3.9567, 7.4052)  0.112
H (2.3796, -2.4034, -3.9774)  0.107
H (1.4769, 2.3484, 2.8682)  0.120
C (4.9166, 3.6203, -6.7580)  -0.067
H (-1.4806, -2.2289, -0.8532)  0.086
C (-1.9834, -4.2544, -0.3151)  -0.056
O (1.7441, 1.0122, 0.8197)  0.076
H (-3.4170, 2.9813, 2.2210)  0.112
C (-1.7089, 3.3635, 3.4794)  -0.077
C (-2.0399, -5.2005, 0.7102)  0.002
C (-0.2362, 1.9473, 1.5878)  -0.145
N (5.2244, 2.0391, -3.3620)  -0.317
N (-1.6756, -5.8356, 3.0809)  -0.328
O (-1.3317, -5.4720, 4.2155)  0.045
H (-0.7893, -1.5914, 1.4417)  0.098
O (-2.0434, -6.9838, 2.7937)  0.058
B (-2.4800, -0.0703, -4.2896)  -0.350
C (5.2602, 3.0354, -4.4393)  -0.139
H (1.9422, -0.9498, -6.1232)  0.130
H (5.4194, 5.6458, -7.2961)  0.107
C (5.3696, 4.9136, -6.4920)  -0.075
C (-3.5290, -2.3976, 6.5953)  -0.063
H (0.1547, 3.6024, 4.5364)  0.112
B (-1.5958, 1.8384, -3.0306)  -0.116
C (0.4079, 2.4788, 2.7130)  0.003
H (-0.8866, -3.2427, 3.2764)  0.115
H (4.5078, 1.6695, -5.9569)  0.114
C (-2.3466, 2.8395, 2.3538)  -0.060
C (-2.5668, -0.1815, 6.5884)  -0.144
H (-2.1249, 1.7283, 0.5289)  0.111
O (2.1646, -0.2430, -5.4463)  0.041
H (-2.2889, -4.5259, -1.3231)  0.102
C (-1.1398, -2.6017, 1.2419)  -0.055
O (4.8566, 0.8909, -3.6493)  0.059
C (-1.5304, -2.9610, -0.0490)  -0.059
O (-3.7225, 1.6473, 5.7474)  0.056
C (5.7602, 5.2730, -5.2011)  -0.069
C (-0.3356, 3.1885, 3.6580)  -0.065
O (-1.4904, 0.1588, -5.4018)  0.141
F (-3.4399, -2.7668, -5.2770)  -0.230
O (-1.6847, 1.9630, 6.4964)  0.052
H (-2.2860, 3.9108, 4.2228)  0.109
B (1.1127, -0.0920, -4.4215)  -0.279
H (6.1107, 6.2833, -5.0013)  0.108
O (1.2677, -0.7042, -3.0541)  -0.077
H (3.3626, -1.0894, -2.8992)  0.105
O (-0.0667, 0.7431, -0.3893)  0.034
H (6.0134, 4.6320, -3.1665)  0.119
N (-2.6653, 1.2445, 6.2551)  -0.317
C (4.8601, 2.6741, -5.7327)  0.004
O (-0.5713, 2.1154, -4.0993)  0.130
C (5.7054, 4.3363, -4.1671)  0.000
C (-3.6379, -1.0378, 6.2981)  0.000
C (-1.3023, -2.0379, 7.4781)  -0.064
B (-0.3178, 0.7393, -4.6557)  -0.212
C (-1.1946, -3.5383, 2.2759)  -0.002

Net charge: 0
Molecular weight in g mol⁻¹: 715.80
Orbital gap in eV: 8.155
E_HOMO in eV: -9.76
Energy in Eh: -2912.5165
Structure (SMILES): COB(O)B1OBOB(S(=O)(=O)F)O1.O=[N+]([O-])c1ccccc1.O=[N+]([O-])c1ccccc1.O=[N+]([O-])c1ccccc1.O=[N+]([O-])c1ccccc1
E_LUMO in eV: -1.6

(2)
A structure of composition C25H25BCo2O8S2 in a non-equilibrium geometry, computed with the ωB97M-V functional and the def2-TZVPD basis.

Last column: Löwdin charge in e.
Positions of all 63 atoms, in Å:
H (1.4141, 1.3716, 2.9714)  0.071
H (1.7834, -1.1938, 5.6969)  0.091
H (0.1420, 2.9527, 4.1060)  0.085
C (2.8968, -0.5813, -4.2895)  -0.096
C (0.9390, -0.5122, 5.8378)  -0.010
O (3.6652, 1.5114, -9.8524)  0.149
H (-2.7630, 1.0432, 5.4208)  0.092
H (1.5345, -1.2349, -1.3279)  0.108
O (2.8367, -2.3548, -7.8319)  0.142
H (2.1446, 1.2290, -2.3135)  0.068
C (3.6952, 0.9999, -6.3625)  -0.219
H (0.1098, -1.0629, 6.2902)  0.082
H (1.2556, 0.2811, 6.5225)  0.090
O (3.4108, -1.4170, -3.6665)  0.142
H (-6.0354, -1.7365, 4.0947)  0.083
O (-1.3240, 0.9492, 3.2957)  0.014
C (-1.8209, 0.5084, 5.5800)  -0.013
C (1.7167, 0.8364, 3.8813)  -0.008
C (-0.3168, -0.2962, -4.0693)  0.031
H (-1.4640, 3.0472, 4.8570)  0.092
H (-6.0466, -3.4054, 3.4965)  0.082
B (-0.8247, -0.2671, 2.7526)  -1.019
C (-0.5098, 2.5156, 4.8682)  -0.008
H (-1.4876, 0.6979, 6.6061)  0.088
Co (2.2601, 0.7269, -5.2791)  0.070
C (0.7655, 0.7423, -0.7892)  -0.519
C (2.4388, -1.2707, -7.7572)  -0.126
C (0.5879, 0.1428, -4.9726)  -0.342
S (-0.1610, 1.4107, 0.5203)  1.167
H (0.4374, 1.6438, -2.6886)  0.086
H (2.5054, 0.1212, 3.6158)  0.099
C (0.5770, 0.2855, -8.9093)  -0.118
C (-4.4177, -2.2217, 2.8139)  -0.553
H (0.5828, -2.1342, 0.9956)  0.133
H (2.1384, 1.5442, 4.6053)  0.091
C (2.5424, 2.3674, -4.5046)  -0.053
C (1.0033, -0.6156, -0.6181)  -0.077
C (1.2036, 1.6093, -1.8968)  -0.109
C (-0.1638, -0.1194, 1.3061)  -0.332
C (-2.0960, -1.3014, 2.3024)  -0.305
O (2.7694, 3.4274, -4.0901)  0.159
H (-1.3902, -0.2971, -4.3273)  0.074
C (-2.1189, -2.6676, 2.4740)  -0.100
H (-6.5060, -2.0589, 2.4139)  0.082
C (-5.8373, -2.3692, 3.2228)  -0.101
C (-3.4278, -3.1878, 2.7856)  -0.112
H (0.0497, 1.5984, -6.4858)  0.083
H (-3.6065, -4.2312, 3.0361)  0.109
C (0.5071, -1.1095, 0.6297)  -0.036
O (0.1007, -0.9249, 3.6344)  0.064
C (0.7430, 0.8013, -6.1962)  -0.229
C (2.9689, 1.1177, -9.0179)  -0.133
H (1.3738, 2.6309, -1.5388)  0.092
C (0.5328, 0.1041, 4.5075)  -0.476
Co (1.9339, 0.4053, -7.7547)  0.036
H (-0.0038, -0.6881, -3.0923)  0.043
O (-0.2568, 0.1431, -9.6954)  0.153
C (-0.7803, 1.0470, 4.6002)  -0.475
H (-2.0070, -0.5670, 5.4471)  0.098
H (-0.0563, 2.6420, 5.8555)  0.092
O (4.8012, 1.3176, -6.5568)  0.115
H (-1.2307, -3.2808, 2.3893)  0.114
S (-3.7144, -0.6651, 2.4511)  1.098

Net charge: 0
Molecular weight in g mol⁻¹: 646.28
Orbital gap in eV: 2.037
E_HOMO in eV: -6.76
Energy in Eh: -5156.1202
Energy relative to the best compared isomer or geometry (same formula, charge and spin) in kJ/mol: 460.7
E_LUMO in eV: -4.7

(3)
A structure of composition C25H25BO5 in a non-equilibrium geometry, computed with the ωB97M-V functional and the def2-TZVPD basis.

Last column: Löwdin charge in e.
Positions of all 56 atoms, in Å:
H (0.7838, -1.1585, 5.7168)  0.122
H (-0.5570, -1.0103, 5.0360)  0.089
O (2.4881, -4.1319, 4.1808)  0.066
C (-1.4794, -0.5282, -1.4728)  -0.063
C (2.4869, 2.3360, 1.5041)  -0.081
H (-0.9221, -2.6092, 5.1294)  0.106
H (-3.6139, -2.5352, 0.1840)  0.120
O (2.7635, -1.9301, 5.1562)  0.054
C (0.9340, 2.3839, 1.7115)  -0.094
H (0.6258, -4.7777, 3.9703)  0.125
H (5.1008, 0.3752, 2.3309)  0.076
H (4.9363, 0.2887, 0.6630)  0.073
H (1.5898, -0.5564, 4.1242)  0.136
H (0.8525, -2.6880, 1.6774)  0.148
H (3.0773, 3.2516, 1.1725)  0.088
H (-4.8842, -1.0985, 7.5246)  0.112
H (-3.6318, 0.2992, 5.7082)  0.110
C (1.3005, -2.0867, 2.5237)  -0.049
C (-5.2109, -2.7840, 6.1405)  -0.073
C (-1.2347, 0.7682, 2.1868)  -0.184
C (-2.8844, -1.7837, -0.0187)  -0.005
C (-2.3732, -1.1299, 1.0556)  -0.174
H (-0.0202, 0.6763, -0.4370)  0.110
H (0.7337, 3.4002, 1.1950)  0.130
H (-2.8715, -2.0887, -2.1161)  0.109
H (1.1679, -1.0036, 2.3604)  0.073
C (-4.0128, -1.1510, 4.2192)  -0.164
O (-3.0217, -1.5199, 2.2301)  -0.015
C (4.7690, 0.9776, 1.4875)  -0.013
C (-4.7866, -2.2775, 3.8700)  -0.020
C (-2.4766, -1.4836, -1.3150)  -0.055
C (-1.4335, -0.0746, 1.0034)  -0.074
C (-3.1551, -0.5684, 3.2054)  -0.180
C (-5.3844, -3.1222, 4.7879)  -0.056
C (-4.7166, -1.5218, 6.5178)  -0.065
H (-0.9037, 2.1257, 1.9130)  0.202
H (-5.5939, -3.4415, 6.9188)  0.104
C (0.7151, -2.3945, 3.9846)  -0.339
H (0.9047, -4.0468, 5.5232)  0.111
C (-0.6288, -1.8901, 4.3412)  -0.056
B (2.9204, -2.8038, 3.9341)  -0.593
C (0.1025, 1.3958, 2.2695)  0.025
C (-0.8924, 0.0566, -0.3372)  0.034
H (5.3111, 1.8946, 1.3219)  0.058
H (-2.1992, 0.9874, 4.3102)  0.135
C (1.5233, -1.3677, 4.9129)  -0.164
C (1.0941, -3.9423, 4.4802)  -0.048
C (3.2306, 1.1503, 1.6574)  -0.466
O (2.7718, -2.2858, 2.6581)  0.083
H (-1.1883, -0.3353, -2.5240)  0.119
C (-2.1788, 0.4968, 3.2874)  0.054
C (-4.0476, -0.7045, 5.5736)  0.002
H (-1.4593, -1.9559, 3.6128)  0.083
H (-5.9721, -4.0013, 4.4967)  0.115
H (-4.9368, -2.4180, 2.7899)  0.125
O (2.6160, 0.0796, 1.9575)  -0.071

Net charge: 0
Molecular weight in g mol⁻¹: 416.28
Orbital gap in eV: 5.493
E_HOMO in eV: -6.95
Energy in Eh: -1368.3759
Energy relative to the best compared isomer or geometry (same formula, charge and spin) in kJ/mol: 319.2
E_LUMO in eV: -1.5

(4)
A structure of composition C25H25BrF6GaN6O8S2, computed with the ωB97M-V functional and the def2-TZVPD basis.

Last column: Löwdin charge in e.
Positions of all 74 atoms, in Å:
H (1.8016, 2.1117, -3.4941)  0.070
C (-3.4038, 4.0690, -3.0464)  -0.029
H (2.1864, -5.5871, -0.4489)  0.091
C (2.7897, -0.3452, 3.5979)  -0.674
O (1.7820, -2.5020, 4.7617)  -0.227
H (-1.4350, -5.3626, -1.0865)  0.106
O (-0.4843, -3.9836, 2.9597)  -0.228
F (-2.4761, -1.9743, 4.5763)  0.166
H (-4.4916, 2.0610, -1.2825)  0.120
C (-3.6283, 1.5047, -0.9390)  0.030
H (-2.7292, 3.6061, -5.0324)  0.107
C (2.2872, -3.1753, -0.0573)  -0.086
F (2.9473, 0.1804, 2.3754)  0.141
H (-0.4808, 3.1538, 3.0038)  0.128
C (-2.2612, -0.4588, -0.9738)  -0.055
H (-1.4372, 5.2130, -0.5324)  0.121
H (1.1709, -6.2041, 0.8737)  0.116
H (-2.3685, 4.5899, 2.2597)  0.126
N (0.8256, -1.8309, 2.5546)  -0.263
Ga (0.1820, -0.7347, 0.8811)  0.366
O (3.1837, -2.7784, 2.7369)  -0.238
C (-3.0332, 4.4846, -1.7742)  -0.273
N (-4.0936, 4.6821, -0.8180)  0.091
C (1.8987, 2.1143, -2.4101)  -0.004
H (4.1082, -0.6413, -0.2384)  0.153
C (-1.7379, 1.2403, 0.5122)  -0.108
C (-1.1088, 2.8420, 2.1797)  0.033
O (2.5250, -1.8259, 0.2409)  -0.151
H (-2.0139, -1.4404, -1.3575)  0.124
C (-0.7652, 4.7407, -2.5100)  -0.121
C (-1.1528, -2.0290, 4.6580)  -0.677
C (-3.3621, 0.2652, -1.4549)  -0.008
N (2.7286, 0.9824, -1.9913)  -0.100
H (4.8184, 0.6503, -1.8798)  0.098
F (3.9681, -0.3932, 4.2013)  0.170
O (0.0232, -2.3939, -0.1982)  0.027
F (-0.6712, -0.8279, 4.9305)  0.170
C (-1.7179, 4.8379, -1.5069)  -0.014
C (0.7890, -3.3964, -0.1554)  -0.336
F (-0.8089, -2.9014, 5.5748)  0.182
F (1.9579, 0.3980, 4.2980)  0.178
H (-4.4480, 3.8666, -3.2537)  0.122
C (-2.1796, 3.6511, 1.7526)  -0.009
C (-2.4495, 3.9383, -4.0423)  -0.111
H (0.7650, -6.5568, -0.8178)  0.105
C (-2.7988, 2.0470, 0.0674)  -0.082
O (1.1650, 0.2089, -0.5780)  0.075
C (-2.9748, 3.3049, 0.6969)  -0.235
C (-1.1351, 4.2743, -3.7614)  -0.685
N (-4.0589, 4.1766, 0.3115)  0.096
H (-3.9898, -0.1699, -2.2192)  0.116
H (4.2827, 1.7898, -3.1046)  0.102
C (2.2965, 0.1135, -1.0989)  -0.326
H (2.3710, 3.0462, -2.0982)  0.108
C (1.1682, -5.8062, -0.1417)  0.008
C (-1.1226, -4.8833, -0.1591)  0.013
Br (0.1676, 4.1499, -5.1302)  0.763
H (-1.3230, -5.5471, 0.6804)  0.105
H (-1.6612, -3.9550, -0.0147)  0.087
H (3.4970, -1.6100, -1.5804)  0.146
H (0.2562, 5.0432, -2.3213)  0.103
O (0.1096, 0.8085, 1.9228)  -0.039
H (0.9167, 2.0382, -1.9573)  0.089
H (2.7555, -3.4718, -1.0001)  0.151
H (4.0444, 0.0626, -3.3750)  0.107
C (4.0432, 0.8487, -2.6183)  -0.005
N (0.3177, -4.6204, -0.2043)  -0.094
O (-1.4818, -1.8871, 2.0507)  -0.265
N (-1.4881, 0.0169, -0.0257)  0.093
S (-0.5705, -2.5600, 2.9581)  0.696
S (2.1720, -2.0795, 3.4582)  0.672
H (2.7045, -3.7797, 0.7465)  0.128
C (3.1992, -1.0378, -0.6976)  -0.071
C (-0.8621, 1.6385, 1.5661)  -0.285

Net charge: +1
Molecular weight in g mol⁻¹: 865.26
Orbital gap in eV: 7.467
E_HOMO in eV: -10.32
Energy in Eh: -7792.3566
Energy relative to the best compared isomer or geometry (same formula, charge and spin) in kJ/mol: 0.0
E_LUMO in eV: -2.9